{
  "formula": "C29H35DyO5S",
  "method": "ωB97M-V/def2-TZVPD",
  "homo_lumo_gap_ev": [2.432, 2.880],
  "total_charge": -2,
  "e_lumo_ev": [3.6750, 3.6741],
  "multiplicity": 6,
  "elements": ["C", "C", "C", "C", "H", "H", "C", "H", "H", "C", "H", "H", "C", "C", "C", "O", "O", "O", "O", "C", "H", "H", "H", "C", "H", "H", "H", "O", "H", "H", "C", "C", "H", "H", "H", "H", "H", "H", "Dy", "C", "C", "C", "H", "C", "C", "H", "H", "H", "H", "C", "C", "C", "H", "C", "C", "H", "H", "H", "H", "S", "C", "C", "C", "C", "C", "C", "H", "H", "H", "H", "H"],
  "xyz": [[4.02079, 0.79023, -1.16903], [3.07979, 0.42740, -0.02603], [3.31571, 0.40897, -2.47912], [2.09690, -0.51656, -2.09732], [4.02223, -0.13794, -3.11695], [3.01622, 1.32538, -3.00765], [2.32768, -0.79076, -0.51991], [2.37481, 1.25291, 0.15399], [3.64818, 0.25684, 0.89737], [1.38213, -1.33710, 0.58152], [3.07513, -1.60421, -0.60269], [2.25157, -1.49153, -2.59784], [0.85420, 0.00686, -2.65832], [4.46234, 2.23646, -1.09212], [5.37863, 0.09434, -1.07861], [5.98777, -0.39187, -2.01951], [3.79002, 3.14273, -0.61049], [5.71334, 2.42562, -1.54196], [5.89411, 0.07821, 0.15991], [7.20999, -0.48026, 0.16128], [7.55615, -0.41258, 1.19033], [7.84873, 0.09933, -0.51186], [7.17638, -1.51917, -0.18201], [6.12513, 3.78567, -1.45056], [5.38585, 4.44409, -1.92167], [7.08265, 3.83350, -1.96378], [6.23497, 4.07312, -0.39697], [0.12793, -0.81064, 0.86276], [1.96393, -1.22955, 1.51375], [1.25627, -2.42338, 0.42876], [-0.18463, -0.94751, -3.09930], [0.51803, 1.42754, -2.47768], [0.76412, 2.03856, -3.35783], [1.04732, 1.86989, -1.61974], [-0.56266, 1.56321, -2.30987], [-1.19342, -0.52287, -2.98479], [-0.13515, -1.87718, -2.50255], [-0.07732, -1.22971, -4.15908], [-1.84422, -0.59280, 0.92836], [-3.45410, -2.68324, 1.67519], [-2.31174, -3.36595, 1.16674], [-1.20985, -3.04056, 2.01405], [-2.29784, -4.06199, 0.32519], [-1.66187, -2.12044, 3.00792], [-3.05608, -1.89068, 2.78992], [-3.71866, -1.27936, 3.41178], [-4.47642, -2.83352, 1.33735], [-0.22113, -3.49351, 1.96434], [-1.06146, -1.73027, 3.83390], [-2.74658, 2.00202, 0.82358], [-3.07055, 1.40986, 2.07911], [-1.85083, 1.15223, 2.77330], [-4.07958, 1.23889, 2.46348], [-0.77470, 1.54747, 1.92470], [-1.32699, 2.07879, 0.72033], [-0.76364, 2.54997, -0.09092], [-3.45249, 2.38310, 0.08517], [-1.75006, 0.77645, 3.79520], [0.28798, 1.50371, 2.17342], [-4.06866, -0.54475, -0.91601], [-5.55191, -0.55648, -0.07731], [-6.10574, 0.62246, 0.48211], [-7.19146, 0.54296, 1.34800], [-7.81283, -0.69040, 1.59416], [-7.35817, -1.84366, 0.93429], [-6.28350, -1.76514, 0.05783], [-5.63996, 1.57579, 0.24381], [-7.55176, 1.44832, 1.84114], [-8.65086, -0.75472, 2.28969], [-7.83978, -2.80708, 1.10573], [-5.94040, -2.63549, -0.50000]],
  "forces_ev_per_angstrom": [[1.175, 0.200, 0.219], [-0.201, 0.525, 0.031], [-0.113, -0.192, -0.056], [0.860, -0.519, 0.101], [-0.205, 0.296, 0.127], [-0.149, -0.385, 0.107], [0.545, -0.286, -0.341], [0.232, -0.159, -0.047], [-0.326, -0.025, -0.179], [-1.768, -0.206, 0.606], [0.006, 0.129, 0.254], [0.060, 0.241, 0.305], [-0.618, 0.039, 0.619], [-1.811, 1.361, 1.153], [0.259, -1.394, -1.115], [-0.713, 0.426, 0.873], [1.117, -1.219, -0.985], [-0.160, 0.521, -0.190], [0.172, -0.037, -0.175], [0.058, 0.022, 0.201], [0.011, -0.040, -0.039], [0.003, -0.152, 0.142], [0.087, 0.201, 0.108], [0.169, 0.278, 0.077], [0.231, -0.142, 0.110], [-0.010, 0.062, 0.014], [-0.035, -0.013, -0.267], [4.991, -0.203, -1.925], [0.493, -0.195, -0.095], [0.257, -0.131, -0.217], [-0.507, -0.359, 0.071], [-0.472, 0.750, 0.217], [0.072, 0.103, -0.079], [-0.163, -0.045, -0.224], [0.323, -0.051, 0.047], [0.222, -0.203, 0.017], [-0.115, 0.284, -0.236], [0.028, -0.062, 0.009], [-2.704, -0.399, -1.644], [0.195, -0.246, 0.538], [0.122, 0.206, 0.952], [-0.832, -0.270, 0.516], [0.005, 0.314, 0.236], [-0.210, -1.059, 0.134], [-0.188, -1.177, 0.317], [0.311, -0.215, -0.343], [0.369, 0.354, -0.070], [-0.116, 0.383, -0.153], [-0.186, 0.007, -0.434], [0.307, 0.247, 0.696], [0.070, 1.034, 0.050], [0.355, 1.097, -0.015], [0.399, -0.058, -0.215], [-0.484, 1.235, 0.583], [-0.237, 0.189, 0.706], [-0.236, -0.378, 0.274], [0.235, -0.399, 0.189], [-0.074, -0.036, -0.494], [-0.451, -0.164, -0.158], [0.268, -0.003, -1.414], [-0.791, -0.015, -0.160], [-0.125, -0.493, 0.268], [-0.074, -0.280, -0.222], [0.002, -0.074, 0.117], [-0.065, 0.450, -0.152], [-0.095, 0.349, 0.467], [0.036, -0.194, 0.220], [-0.002, -0.203, -0.126], [0.183, 0.023, -0.112], [-0.023, 0.205, -0.037], [0.027, 0.153, 0.248]]
}